4 unconnected molecules or ions with the total composition C2H11NO4 at a distorted geometry. Source: the Open Molecules 2025 dataset; level of theory: ωB97M-V with the def2-TZVPD basis set.

Last column: Mulliken charge in e.
CARTESIAN COORDINATES (ANGSTROEM)
C -2.575 -0.282 0.896  -0.7048
C -1.080 -0.045 0.738  0.5171
N -0.310 -0.311 1.858  -0.4844
O -0.551 0.203 -0.322  -0.6071
H -2.812 -0.856 0.000  0.2097
H -3.200 0.606 0.915  0.2431
H -2.757 -0.840 1.802  0.3024
H -0.710 -0.821 2.631  0.2618
H 0.574 -0.722 1.616  0.2684
H 1.384 -3.268 0.961  0.3160
H 2.460 -3.121 1.964  0.3164
O 1.928 -2.563 1.373  -0.6340
H -1.037 -2.650 -2.740  0.2982
H -0.946 -1.519 -1.712  0.3110
O -1.072 -1.698 -2.659  -0.6138
H 3.072 4.068 -1.859  0.3254
H 2.299 5.041 -0.854  0.3222
O 2.959 4.977 -1.560  -0.6474

## Properties
Gap between HOMO and LUMO ... 10.2 eV
SMILES string ... CC(N)=O.O.O.O
E_HOMO ... -10.03 eV

A molecular structure, C14H11ClI2O5S3Sn at a distorted geometry. Source: the Open Molecules 2025 dataset; level of theory: ωB97M-V with the def2-TZVPD basis set.

Last column: Mulliken charge in e.
CARTESIAN COORDINATES (ANGSTROEM)
Sn 1.119 -3.492 0.755  0.9831
I 4.039 -2.641 -0.635  0.0936
C 3.918 -4.370 -1.911  -0.8032
I 1.919 -5.085 -1.890  0.2191
H 4.637 -5.119 -1.522  0.4398
H 4.069 -3.973 -2.938  0.3717
O -2.320 -1.713 -0.575  -0.5508
Cl -1.734 -2.980 -0.204  1.7999
O -2.657 -4.013 -0.278  -0.5774
O -1.162 -2.869 1.191  -0.6853
O -0.520 -3.226 -1.058  -0.5746
O 0.842 -1.043 0.838  -0.8547
C 0.203 -0.076 0.356  -0.1994
C 0.274 0.315 -0.995  0.7512
C -0.333 1.361 -1.672  -0.0739
C -0.013 1.445 -3.016  -1.0199
C 0.833 0.426 -3.395  -0.4078
S 1.249 -0.614 -2.130  0.0844
C -0.296 2.236 1.369  -0.6360
C 0.972 2.738 1.642  -0.4591
C 1.053 4.137 1.538  -0.8597
C -0.100 4.702 1.199  -0.2986
S -1.367 3.559 0.923  0.0083
C -0.699 0.753 1.272  2.7562
C -2.191 0.680 1.011  -0.8131
C -2.989 0.349 2.039  -0.7278
C -2.199 0.004 3.161  -0.2684
S -0.574 0.148 3.002  0.0281
H -1.049 2.047 -1.145  0.2259
H -0.397 2.257 -3.612  0.4781
H 1.327 0.216 -4.316  0.4996
H 1.806 2.092 1.872  0.4863
H 1.887 4.765 1.828  0.4204
H -0.375 5.709 0.994  0.5096
H -2.556 1.081 0.105  0.6623
H -4.060 0.424 2.028  0.5362
H -2.555 -0.233 4.169  0.4558

## Properties
Gap between HOMO and LUMO ... 6.9 eV
E_HOMO ... -14.71 eV
Net charge ... +2

A molecular structure, C16H16Cl3GeN11O2Pd. Source: the Open Molecules 2025 dataset; level of theory: ωB97M-V with the def2-TZVPD basis set.

Last column: Mulliken charge in e.
CARTESIAN COORDINATES (ANGSTROEM)
Pd 0.137 0.248 0.041  0.3556
N -1.292 -1.986 2.400  -0.0877
C -0.330 -1.114 2.856  0.4402
N 0.043 -1.060 4.117  -0.5738
N 0.943 -0.041 4.143  -0.5807
N 1.092 0.474 2.974  -0.5288
N 0.284 -0.212 2.114  0.6375
C -1.802 -1.989 1.120  0.3812
N -2.743 -2.816 0.720  -0.5808
N -2.980 -2.435 -0.564  -0.6763
N -2.224 -1.452 -0.898  -0.5737
N -1.445 -1.141 0.176  0.8769
H -1.656 -2.661 3.048  0.2246
Cl 2.348 -1.812 -3.812  -0.4699
Ge 0.461 -1.048 -2.747  0.6235
Cl 1.582 1.115 -1.866  -0.3944
Cl -0.387 0.016 -4.574  -0.4396
N 5.177 -0.777 -1.013  -0.6681
C 4.208 -1.809 -0.640  -0.3715
C 3.033 -1.158 0.051  0.5509
O 1.928 -1.631 -0.007  -0.4038
O 3.304 -0.052 0.716  -0.3469
H 6.051 -1.190 -1.306  0.2203
H 4.240 0.160 0.522  0.3890
H 4.811 -0.261 -1.808  0.2215
H 4.655 -2.491 0.087  0.3312
H 3.817 -2.386 -1.474  0.2832
C -4.477 2.013 2.760  -0.3894
C -3.190 1.725 3.203  -0.6694
C -2.132 1.693 2.312  -0.3957
C -2.360 1.975 0.959  -0.0972
C -3.654 2.305 0.524  0.1929
C -4.706 2.304 1.419  -0.7077
N -1.331 1.908 0.018  0.4031
C -1.366 2.926 -0.949  -0.6490
C -1.524 4.259 -0.556  0.1444
C -1.504 5.262 -1.510  -0.6584
C -1.363 4.940 -2.856  -0.3553
C -1.237 3.612 -3.245  -0.6431
C -1.225 2.603 -2.297  0.3227
H -5.304 2.009 3.459  0.3788
H -3.004 1.514 4.248  0.4355
H -1.130 1.493 2.652  0.3480
H -3.821 2.504 -0.526  0.5053
H -5.708 2.518 1.071  0.3782
H -1.624 4.491 0.497  0.4761
H -1.601 6.296 -1.203  0.3733
H -1.348 5.726 -3.601  0.3844
H -1.132 3.351 -4.290  0.4130
H -1.136 1.570 -2.602  -0.0302

## Properties
2S+1 ... 4
Gap between HOMO and LUMO (spin up / spin down) ... 8.0 / 5.6 eV
E_HOMO (spin up / spin down) ... -5.41 / -5.39 eV
Net charge ... -1

A molecular structure, C28H21CrF5N4OP2Te. Source: the Open Molecules 2025 dataset; level of theory: ωB97M-V with the def2-TZVPD basis set.

Last column: Mulliken charge in e.
CARTESIAN COORDINATES (ANGSTROEM)
Cr -1.429 0.445 -1.152  0.4934
N 0.942 -0.409 0.761  -0.0151
P 1.052 -0.151 -0.959  0.2672
C 1.484 -1.764 -1.644  0.4367
C 2.347 -2.629 -0.978  -0.3392
C 2.693 -3.838 -1.556  -0.7102
C 2.184 -4.178 -2.805  -0.4289
C 1.326 -3.316 -3.469  -0.6745
C 0.965 -2.108 -2.887  -0.3579
C 2.567 0.828 -1.142  0.7319
C 2.727 1.511 -2.347  -0.5963
C 3.874 2.252 -2.582  -0.6563
C 4.865 2.325 -1.612  -0.4724
C 4.710 1.652 -0.410  -0.8099
C 3.566 0.901 -0.176  -0.2020
P -0.753 -0.284 1.077  0.6156
C -0.897 0.681 2.596  0.5065
C 0.123 0.811 3.534  -0.2188
C -0.082 1.563 4.683  -0.8219
C -1.307 2.178 4.900  -0.4617
C -2.327 2.049 3.967  -0.6553
C -2.124 1.308 2.813  -0.4136
C -1.316 -1.946 1.469  0.4616
C -0.447 -2.928 1.930  -0.2921
C -0.933 -4.198 2.203  -0.6457
C -2.280 -4.478 2.018  -0.4552
C -3.143 -3.497 1.550  -0.7056
C -2.663 -2.229 1.262  -0.3964
H 1.483 0.267 1.289  0.2744
H 2.738 -2.362 -0.002  0.3037
H 3.359 -4.517 -1.038  0.4108
H 2.452 -5.125 -3.255  0.3865
H 0.916 -3.588 -4.433  0.4254
H 0.258 -1.454 -3.382  0.2971
H 1.950 1.467 -3.103  0.4511
H 3.991 2.779 -3.519  0.4221
H 5.758 2.909 -1.794  0.3938
H 5.483 1.704 0.345  0.4142
H 3.479 0.359 0.759  0.3967
H 1.074 0.310 3.397  0.4177
H 0.712 1.659 5.412  0.4107
H -1.466 2.760 5.798  0.3936
H -3.280 2.533 4.134  0.4304
H -2.913 1.227 2.072  0.4781
H 0.604 -2.703 2.059  0.2404
H -0.260 -4.969 2.554  0.4139
H -2.656 -5.472 2.225  0.3872
H -4.189 -3.724 1.386  0.4242
H -3.320 -1.474 0.844  0.3901
F -4.364 1.788 -2.869  -0.4214
Te -3.974 -0.025 -2.618  1.4730
F -5.778 -0.116 -2.007  -0.4654
F -1.534 -1.342 -1.494  -0.5544
F -4.093 0.042 -4.587  -0.5331
F -1.784 0.820 -2.964  -0.6400
O -3.227 0.622 -0.884  -0.6744
N -1.107 2.460 -0.765  0.2066
C -1.069 3.603 -0.768  0.4257
C -1.028 5.025 -0.772  0.3063
C 0.164 5.667 -1.155  0.0689
N 1.142 6.193 -1.469  -0.2828
C -2.161 5.756 -0.380  0.0115
N -3.084 6.370 -0.059  -0.2666

## Properties
2S+1 ... 5
Gap between HOMO and LUMO (spin up / spin down) ... 8.5 / 4.4 eV
E_HOMO (spin up / spin down) ... -8.56 / -8.97 eV

Calculated energy above the lowest of the compared OMol25 structures with the same formula, charge and spin (kJ/mol), listed in the same order as above: 93.8, 0.0, 34.0, 0.0